Molecular formula: C12H26ClNO2Si
Method: DFT, wB97M-V/def2-TZVPD

The total energy is -1427.75279 Eh. The lowest unoccupied orbital energy is 0.69 eV. For the HOMO energy, the calculation gives -9.06 eV. As for the charge: 0. Its largest force on an atom is 0.920 eV/A. Its SMILES is CCN(CC[Si@@H](CCCCl)C[C@@H](C)O)C(C)=O.

```
43
Properties=species:S:1:pos:R:3:lowdin_charge:R:1
C -3.89653 0.69188 0.70372 -0.08
C -3.07143 1.21446 -0.48666 -0.22
N -2.59816 0.08090 -1.30086 -0.08
C -1.17206 -0.25764 -1.05166 -0.24
C -0.82187 -0.56027 0.39920 -0.25
Si 1.03614 -0.30531 0.66314 0.71
C 1.47408 1.52251 0.84042 -0.29
C 1.87520 2.19585 -0.48487 -0.35
C 1.63731 3.70545 -0.44727 -0.59
Cl -0.09951 4.06055 -0.66202 0.56
C 1.71420 -1.35535 2.08987 -0.22
C 2.70897 -2.39955 1.57383 -0.52
C 3.72485 -2.87726 2.63123 -0.04
O 1.93385 -3.46843 1.03882 -0.05
C -2.71926 0.32904 -2.69876 -0.49
C -2.67846 -0.90635 -3.57250 0.00
O -2.83855 1.43838 -3.17676 0.08
H -3.47395 -0.25000 1.04481 0.06
H -3.92505 1.41163 1.51695 0.07
H -4.90342 0.46375 0.35977 0.07
H -3.70819 1.85513 -1.08289 0.11
H -2.21862 1.78519 -0.11553 0.09
H -0.96257 -1.16270 -1.62318 0.11
H -0.54000 0.53498 -1.46857 0.10
H -1.08761 -1.58520 0.65629 0.08
H -1.32888 0.10218 1.09948 0.06
H 1.69163 -0.76258 -0.59344 0.04
H 2.32672 1.60468 1.51781 0.07
H 0.65071 2.09119 1.27380 0.06
H 1.29969 1.81298 -1.32605 0.07
H 2.92773 2.03063 -0.71142 0.11
H 1.97350 4.12321 0.49655 0.07
H 2.15106 4.18560 -1.27360 0.07
H 2.18869 -0.73017 2.84285 0.07
H 0.89630 -1.91197 2.55298 0.09
H 3.26954 -1.94861 0.74731 0.11
H 4.73432 -2.64514 2.29615 0.07
H 3.54745 -2.42597 3.60143 0.07
H 3.66049 -3.96180 2.71687 0.08
H 2.54671 -4.14782 0.76295 0.08
H -1.70178 -0.93926 -4.05686 0.09
H -3.45284 -0.83642 -4.32637 0.08
H -2.77039 -1.80238 -2.96699 0.08
```